5 unconnected molecules or ions with the total composition C31H70N4O5, computed with ωB97M-V with the def2-TZVPD basis set.

The geometry in XYZ format:
```
110
Properties=species:S:1:pos:R:3:forces:R:3:mulliken_charge:R:1
O 6.2581 2.5782 -1.8246 0.09 -0.64 -0.21 -0.483
C 6.5393 1.6607 -2.5571 -0.04 0.70 0.30 0.375
O 7.7999 1.1153 -2.5865 -0.50 -0.70 0.10 -0.483
C 5.5727 1.0022 -3.5008 0.09 0.00 -0.45 -0.489
C 4.8470 -0.1709 -2.8137 0.14 -0.07 0.36 -0.857
C 4.1612 0.1061 -1.4612 0.00 -0.28 -0.24 -0.955
C 2.8085 0.8049 -1.4830 0.22 0.58 0.65 0.331
C 2.7266 2.2243 -2.0967 -0.60 0.17 0.19 -0.421
O 1.7237 2.0793 -3.1281 0.80 -0.07 -0.42 -0.395
C 1.6785 0.7593 -3.4173 -0.24 -0.29 -0.14 0.716
O 1.5139 0.2721 -4.4925 -0.35 0.26 0.54 -0.548
O 1.8686 0.0571 -2.2599 0.49 -0.07 -0.46 -0.366
H 8.0320 0.8122 -1.6955 0.23 0.54 -0.05 0.334
H 6.1283 0.6103 -4.3577 -0.06 0.02 0.11 0.422
H 4.8760 1.7477 -3.8830 0.03 -0.01 0.10 0.267
H 4.1256 -0.6089 -3.5078 0.04 0.09 -0.01 0.337
H 5.5943 -0.9510 -2.6247 -0.09 0.07 -0.09 0.555
H 3.9774 -0.8762 -1.0089 0.01 0.15 0.02 0.391
H 4.8232 0.6391 -0.7694 -0.07 0.06 -0.12 0.398
H 2.4672 0.8729 -0.4465 -0.25 -0.28 -0.14 0.440
H 3.6565 2.5904 -2.5233 -0.02 -0.09 -0.01 0.086
H 2.3512 2.9701 -1.3951 0.09 -0.14 0.01 0.350
C -4.4308 -0.2834 -1.5007 -0.01 0.07 -0.03 -1.622
C -2.9973 -0.7573 -1.6842 -0.06 0.00 -0.03 -0.373
N -2.3807 -1.1849 -0.4420 0.03 0.03 0.02 0.191
C -0.9387 -1.3246 -0.5309 0.15 0.07 0.01 -0.620
C -0.3659 -2.3847 -1.4768 0.06 -0.06 0.06 -1.037
C -3.0854 -2.2292 0.2806 -0.13 -0.06 0.06 -0.840
C -3.3669 -3.5464 -0.4529 0.01 -0.06 0.09 -0.544
H -4.4836 0.4766 -0.7188 -0.01 -0.02 0.03 0.295
H -4.7952 0.1578 -2.4297 -0.01 -0.01 -0.01 0.444
H -5.1082 -1.0969 -1.2380 0.01 -0.01 0.01 0.439
H -2.4030 0.0762 -2.0694 0.05 -0.02 0.00 0.470
H -2.9759 -1.5356 -2.4636 0.00 0.02 -0.01 0.273
H -0.5535 -1.4992 0.4782 -0.05 -0.03 0.02 0.305
H -0.5408 -0.3506 -0.8349 -0.04 0.00 -0.04 0.311
H -0.5078 -3.3968 -1.0979 -0.07 0.01 -0.01 0.327
H 0.7072 -2.2240 -1.5875 0.00 0.00 -0.03 0.397
H -0.8064 -2.3240 -2.4726 -0.01 0.02 0.00 0.232
H -4.0407 -1.8189 0.6192 0.00 0.03 -0.04 0.381
H -2.5249 -2.4369 1.1953 0.06 0.01 -0.03 0.353
H -3.7891 -3.3793 -1.4449 0.00 0.02 0.00 0.243
H -4.0936 -4.1294 0.1171 0.01 -0.01 0.00 0.039
H -2.4731 -4.1595 -0.5606 0.01 0.03 -0.07 0.288
C 10.7900 5.0912 2.2455 0.02 0.00 0.01 -1.397
C 10.9051 3.5806 2.1073 0.04 0.05 -0.02 -0.386
N 9.6527 2.9508 1.7316 -0.02 -0.04 0.00 0.182
C 9.6515 1.5106 1.9016 -0.02 -0.09 0.08 -0.690
C 10.6149 0.6772 1.0465 -0.06 -0.06 0.01 -0.900
C 9.0380 3.4503 0.5121 -0.06 0.09 -0.08 -0.761
C 9.8624 3.4061 -0.7797 -0.08 0.01 -0.04 -0.897
H 9.9700 5.3545 2.9146 -0.02 -0.01 -0.01 0.334
H 11.7142 5.4958 2.6597 0.00 0.00 -0.01 0.432
H 10.6212 5.5800 1.2854 -0.01 0.00 0.00 0.279
H 11.1997 3.1635 3.0743 -0.01 -0.05 -0.01 0.460
H 11.7257 3.3500 1.4089 0.01 0.00 0.01 0.284
H 8.6293 1.1548 1.7395 -0.01 0.03 -0.03 0.341
H 9.8693 1.3090 2.9552 0.04 0.03 0.00 0.401
H 10.3079 0.6336 0.0014 0.04 0.04 -0.02 0.132
H 10.6430 -0.3487 1.4199 0.00 0.00 0.00 0.405
H 11.6323 1.0669 1.0843 0.00 0.02 -0.01 0.274
H 8.7331 4.4850 0.6854 0.04 0.01 0.03 0.292
H 8.1031 2.9043 0.3618 0.01 -0.03 0.01 0.369
H 10.8661 3.8118 -0.6440 0.00 0.00 0.04 0.348
H 9.3669 4.0079 -1.5431 -0.02 -0.02 -0.01 0.345
H 9.9541 2.3976 -1.1800 0.09 0.00 0.01 0.161
C -2.7544 3.7582 -1.0660 0.01 0.01 0.01 -1.097
C -3.5031 4.8215 -0.2745 0.04 -0.06 0.00 -0.384
N -4.7470 5.2266 -0.9042 0.00 0.02 0.00 0.084
C -5.3152 6.4403 -0.3474 0.00 0.13 0.00 -0.714
C -5.7689 6.4210 1.1171 -0.05 0.04 -0.01 -0.970
C -5.6801 4.1500 -1.1866 -0.03 -0.15 -0.08 -0.719
C -6.1322 3.2663 -0.0178 -0.08 -0.04 -0.07 -0.944
H -2.6162 4.0745 -2.1008 -0.02 0.00 -0.01 0.340
H -1.7711 3.5922 -0.6238 0.00 -0.01 0.01 0.446
H -3.2762 2.8000 -1.0652 0.00 0.00 0.00 -0.073
H -2.8728 5.7122 -0.2026 -0.03 0.03 0.01 0.493
H -3.6444 4.4598 0.7568 0.02 0.01 0.00 0.266
H -6.1571 6.7377 -0.9784 -0.01 -0.05 -0.01 0.360
H -4.5653 7.2293 -0.4639 0.04 -0.04 0.01 0.417
H -6.6781 5.8375 1.2572 0.02 -0.04 0.01 0.223
H -5.9835 7.4394 1.4469 0.00 0.00 -0.01 0.400
H -4.9982 6.0193 1.7759 0.01 -0.01 -0.01 0.273
H -5.2242 3.5032 -1.9409 0.03 0.01 0.02 0.374
H -6.5556 4.5843 -1.6755 0.01 0.07 0.04 0.357
H -5.2880 2.9381 0.5904 0.00 0.00 0.01 0.226
H -6.6167 2.3701 -0.4113 0.00 -0.01 0.01 0.366
H -6.8515 3.7637 0.6314 0.06 0.03 0.04 0.294
C -7.0859 -5.0915 0.7626 0.01 0.01 -0.05 -1.570
C -6.6371 -6.4605 1.2503 -0.05 0.03 -0.04 -0.420
N -6.3500 -6.4878 2.6726 0.03 -0.02 0.01 0.152
C -5.6238 -7.6709 3.0971 0.12 -0.06 0.02 -0.691
C -6.3117 -9.0334 2.9520 0.02 -0.02 0.05 -0.982
C -7.4324 -6.0535 3.5393 -0.10 0.10 0.05 -0.709
C -8.7769 -6.7840 3.4319 0.00 0.01 0.07 -0.951
H -6.3713 -4.3238 1.0632 -0.01 0.01 0.03 0.356
H -7.1509 -5.0899 -0.3263 0.00 0.00 0.00 0.418
H -8.0683 -4.8160 1.1478 0.00 -0.01 0.01 0.387
H -5.7143 -6.7305 0.7291 0.01 -0.04 0.03 0.496
H -7.3894 -7.2079 0.9509 0.01 0.00 -0.01 0.274
H -5.3290 -7.5284 4.1402 -0.04 0.02 0.01 0.363
H -4.6897 -7.6962 2.5267 -0.03 0.02 -0.04 0.386
H -7.1114 -9.1688 3.6791 -0.03 0.02 -0.03 0.218
H -5.5839 -9.8298 3.1193 0.01 0.01 0.00 0.403
H -6.7273 -9.1746 1.9537 0.00 0.01 -0.01 0.281
H -7.6073 -4.9910 3.3523 0.01 -0.01 -0.05 0.364
H -7.0720 -6.1071 4.5694 0.03 -0.05 -0.01 0.367
H -9.1001 -6.8893 2.3953 0.01 0.01 -0.01 0.252
H -9.5454 -6.2122 3.9556 0.00 0.00 0.00 0.372
H -8.7478 -7.7756 3.8811 0.01 -0.02 -0.06 0.256
```
Forces are in eV/Å.

As for the SMILES: O=C(O)CCC[C@H]1COC(=O)O1.CCN(CC)CC.CCN(CC)CC.CCN(CC)CC.CCN(CC)CC. The value obtained for the HOMO energy is -7.99 eV. As for the total energy: -49479.44010 eV.